Molecular formula: C10H17NO4S2
Method: DFT, wB97M-V/def2-TZVPD

Properties
Multiplicity = 1
Charge = 0
ΔE to the lowest compared entry with this formula, charge and spin = 122.2 kcal/mol
E_HOMO = -8.807 eV
SMILES = CCOC(=O)CSCC[C@@H]1N[C@@H](C(=O)O)CS1

Last column: natural (NBO) charge in e.
CARTESIAN COORDINATES (ANGSTROEM)
C 0.7813 5.6712 1.3206  -0.64
C -0.0362 4.5681 0.4007  -0.04
O 0.6304 3.6717 -0.0347  -0.49
C 0.9859 2.6848 0.9810  0.78
O 0.4921 2.6223 2.1982  -0.59
C 1.8780 1.6132 0.1943  -0.65
S 1.0183 0.2697 -0.3966  0.27
C 0.2064 -0.2777 1.1345  -0.55
C -1.3726 -1.1261 0.9902  -0.33
C -0.8616 -2.4215 0.1500  -0.22
N -0.6808 -2.0536 -1.3001  -0.61
C -0.8255 -3.3901 -1.8253  -0.20
C 0.7343 -4.1628 -1.6834  0.81
O 0.7985 -5.3325 -1.6017  -0.57
O 1.7144 -3.3067 -1.7162  -0.66
C -1.8965 -4.2317 -1.6321  -0.35
S -2.3099 -3.4001 0.2225  0.06
H 1.5248 6.2097 0.5981  0.21
H 1.1723 5.2549 2.1657  0.21
H -0.0354 6.5922 1.5639  0.21
H -0.3376 4.9957 -0.5925  0.18
H -0.8740 4.2572 1.0028  0.17
H 2.5534 1.2046 0.9791  0.23
H 2.4137 1.8826 -0.5538  0.24
H 0.8748 -1.1108 1.7595  0.20
H 0.0507 0.4627 1.7846  0.21
H -1.7656 -0.5311 0.4254  0.17
H -1.5307 -1.4142 2.1126  0.25
H -0.3372 -3.0197 0.6686  0.20
H -1.2007 -1.3599 -1.4410  0.36
H -0.7291 -3.1456 -2.9097  0.23
H 1.3843 -2.5138 -1.3922  0.51
H -2.6690 -4.0308 -2.1239  0.20
H -1.7517 -5.1321 -1.4489  0.22

Molecular formula: C11H17Cl2NO2V
Method: DFT, wB97M-V/def2-TZVPD

Properties
Multiplicity = 2
Charge = -2
E_HOMO (spin up / spin down) = -0.266 / -0.140 eV
<S²> = 0.976

Last column: natural (NBO) charge in e.
CARTESIAN COORDINATES (ANGSTROEM)
C -1.2590 0.5794 -0.6098  -0.10
C -0.4078 -0.3126 -1.3503  -0.07
C 0.9416 -0.0837 -0.9470  -0.12
C -0.8616 -1.2508 -2.3968  -0.69
C 0.9152 1.0146 0.0086  -0.02
C -0.4151 1.4100 0.2026  -0.03
C -0.8591 2.5710 1.0171  -0.62
C -2.7464 0.6900 -0.7095  -0.63
C 2.1978 -0.7078 -1.4420  -0.64
C 2.1170 1.7016 0.5623  -0.62
V -0.2270 -1.0461 0.7846  0.97
Cl 0.2343 -3.0141 -0.6202  -0.41
Cl -2.2728 -2.2495 0.8776  -0.54
O 1.4664 -0.8504 1.7644  -0.97
H -1.9393 -1.3300 -2.4154  0.21
H -0.4807 -2.2614 -2.0896  0.27
H -0.4048 -1.0185 -3.3535  0.18
H 2.0267 -1.7533 -1.6818  0.25
H 2.9684 -0.6620 -0.6759  0.22
H 2.5689 -0.2062 -2.3329  0.18
H 2.9673 1.0246 0.6777  0.23
H 1.8859 2.1401 1.5350  0.21
H 2.4207 2.5169 -0.1051  0.18
H -0.1885 2.7314 1.8598  0.21
H -1.8616 2.3974 1.3963  0.23
H -0.8719 3.4846 0.4174  0.18
H -3.1783 -0.2622 -1.0262  0.23
H -3.0407 1.4644 -1.4309  0.18
H -3.1719 0.9533 0.2665  0.22
H 1.2767 -0.8855 2.7342  0.45
O -1.1439 -0.0079 2.2494  -1.08
H -1.1683 -0.3554 3.2027  0.44
N 1.5835 -3.6413 2.0666  -0.68
C 0.9284 -2.7805 1.5641  0.20

Molecular formula: C23H27BrCrN7O4
Method: DFT, wB97M-V/def2-TZVPD

Properties
Multiplicity = 4
Charge = +2
ΔE to the lowest compared entry with this formula, charge and spin = 36.8 kcal/mol
E_HOMO (spin up / spin down) = -13.509 / -13.510 eV
<S²> = 3.780

Last column: natural (NBO) charge in e.
CARTESIAN COORDINATES (ANGSTROEM)
Cr 0.2778 -0.4647 -0.3308  1.41
C 2.7550 -2.0288 -1.1470  -0.24
C 1.5935 -3.0160 -0.9953  -0.24
N 0.6756 -2.5744 0.0942  -0.63
C 1.1345 -3.0817 1.4106  -0.23
C 0.3392 -2.5401 2.5864  -0.24
N 0.0355 -1.1114 2.4817  -0.64
C 1.0558 -0.0936 2.6202  0.13
C 2.7324 -0.2883 0.6614  -0.06
N 2.3342 -0.6578 -0.7215  -0.63
H 3.6332 -2.3216 -0.5706  0.22
H 3.0546 -1.9915 -2.1914  0.25
H 1.0164 -3.0411 -1.9130  0.26
H 1.9707 -4.0196 -0.7952  0.23
H -0.2317 -2.9934 -0.1016  0.41
H 1.0716 -4.1718 1.4242  0.24
H 2.1937 -2.8492 1.5081  0.19
H -0.6271 -3.0448 2.6250  0.23
H 0.8662 -2.8090 3.5068  0.21
H -0.7359 -0.9002 3.0983  0.40
H 0.5359 0.7836 3.0029  0.22
H 1.8060 -0.5020 4.5571  0.27
H 3.5840 0.3889 0.6734  0.24
H 3.0020 -1.1846 1.2059  0.22
H 2.6905 0.0261 -1.3817  0.42
Br -3.6567 3.8432 -4.8328  0.16
C -2.4632 3.1501 -3.5719  -0.06
C -1.5162 2.2109 -3.9608  -0.19
C -0.6402 1.6880 -3.0259  -0.24
C -0.7059 2.1167 -1.7077  0.13
C -1.6571 3.0505 -1.3170  -0.24
C -2.5369 3.5726 -2.2519  -0.21
N 0.1794 1.5439 -0.7162  -0.49
C 0.8136 2.3380 0.0700  0.17
C 1.5997 1.7851 1.1534  0.03
C 2.3435 2.5036 2.0033  -0.10
C 3.2135 1.9744 3.0519  -0.28
C 3.2069 0.7724 3.6458  -0.08
C 2.2208 -0.3553 3.5541  -0.50
N 1.5235 0.3396 1.2538  -0.52
H -1.4703 1.8838 -4.9901  0.25
H 0.0916 0.9499 -3.3285  0.23
H -1.7365 3.3523 -0.2777  0.22
H -3.2853 4.2937 -1.9544  0.25
H 0.7702 3.4135 -0.0868  0.24
H 2.3565 3.5796 1.8619  0.25
H 3.9864 2.6625 3.3730  0.26
H 4.0043 0.5931 4.3594  0.24
H 2.7493 -1.2886 3.3336  0.23
O -5.4311 -1.1074 -2.6868  -0.62
C -4.7295 -0.0357 -2.3144  0.79
O -4.8491 1.0234 -2.8489  -0.51
C -3.7737 -0.1879 -1.1594  -0.22
C -3.9192 0.3046 0.1205  0.06
N -2.7355 0.1629 0.7470  -0.30
N -1.8174 -0.3811 -0.0621  -0.33
C -2.4437 -0.6000 -1.2167  0.07
C -1.6128 -1.1755 -2.3125  0.76
O -2.0814 -1.6056 -3.3236  -0.51
O -0.3207 -1.1645 -1.9897  -0.77
H -5.1624 -1.9005 -2.2046  0.50
H -4.7692 0.7478 0.6152  0.26
H -2.5088 0.4330 1.6893  0.43

Molecular formula: C9H13N2
Method: DFT, wB97M-V/def2-TZVPD

Properties
Multiplicity = 1
Charge = +1
ΔE to the lowest compared entry with this formula, charge and spin = 77.3 kcal/mol
E_HOMO = -11.950 eV
SMILES = C[NH2+][C@H]1N[C@@H]1c1ccccc1

Last column: natural (NBO) charge in e.
CARTESIAN COORDINATES (ANGSTROEM)
C -3.3323 1.1028 0.6409  -0.44
N -2.9166 -0.0778 -0.1693  -0.54
C -1.5347 -0.7872 0.2673  0.13
N -1.0649 -1.5357 -0.7893  -0.59
C -0.3914 -0.0354 -0.5290  -0.05
C 1.0273 -0.0191 -0.2688  -0.13
C 1.7364 -0.9490 0.5772  -0.15
C 3.0381 -0.9456 1.0040  -0.22
C 3.8311 0.0224 0.4212  -0.16
C 3.2719 0.8842 -0.5469  -0.22
C 1.9384 1.0090 -0.7809  -0.17
H -3.0334 0.9636 1.6286  0.23
H -2.7336 2.0284 0.2788  0.25
H -4.4852 1.2757 0.6632  0.25
H -2.9159 0.1332 -1.1799  0.43
H -3.7121 -0.7457 -0.0897  0.44
H -1.5434 -1.1809 1.2157  0.23
H -1.6827 -1.7151 -1.5927  0.38
H -0.7073 0.6745 -1.2476  0.22
H 1.1174 -1.7350 1.0218  0.20
H 3.5281 -1.5684 1.7623  0.24
H 4.9266 -0.0038 0.3634  0.23
H 4.0040 1.3978 -1.1243  0.23
H 1.6344 1.8070 -1.5258  0.22

Molecular formula: C4H12
Method: DFT, wB97M-V/def2-TZVPD

Properties
Multiplicity = 1
Charge = 0
ΔE to the lowest compared entry with this formula, charge and spin = 2.3 kcal/mol
E_HOMO = -11.332 eV
SMILES = CCC.C

Last column: natural (NBO) charge in e.
CARTESIAN COORDINATES (ANGSTROEM)
C 0.6213 1.2039 1.0318  -0.61
C -0.2231 1.1030 -0.2568  -0.39
C -1.6781 1.5220 -0.0205  -0.61
H 0.1040 0.7378 1.8735  0.20
H 1.4970 0.5815 0.8501  0.20
H 0.9157 2.2233 1.2690  0.20
H 0.2330 1.7211 -1.0336  0.20
H -0.2596 0.0547 -0.5966  0.19
H -2.1846 0.8278 0.6574  0.20
H -2.1695 1.4212 -0.9900  0.20
H -1.7646 2.5689 0.2597  0.20
C 1.0268 -2.8112 -0.5969  -0.86
H 1.6661 -2.3475 -1.3446  0.22
H 1.2735 -2.5093 0.4186  0.21
H 0.0270 -2.4086 -0.8232  0.21
H 0.9152 -3.8884 -0.6980  0.22